The following is a DFT calculation (wB97M-V/def2-TZVPD) of a single C26H24N4O4S molecule.

ORCA input file:
```
! wB97M-V def2-TZVPD RIJCOSX def2/J DEFGRID3
* xyz 0 1
S -1.03924 -2.17488 1.91612
O -2.04470 0.30553 -2.74725
O 4.58804 1.29404 -1.65545
O -3.35094 -3.23142 -0.99515
O -1.48400 2.76785 1.92343
N -2.80446 -0.80979 0.61268
N -1.17334 -2.60896 -1.05631
N 5.67100 -0.00761 -0.15598
N -1.31728 0.50416 1.86686
C 3.05836 -0.53101 1.00097
C -3.05218 1.58303 0.59202
C 4.59172 0.67712 -0.60839
C -4.51448 0.16501 -0.73073
C -1.80894 -0.67461 1.40568
C -0.13897 0.56427 2.72314
C -1.08910 -0.48278 -2.21626
C -4.78498 2.55942 -0.74944
C 1.92417 -0.54721 1.79335
C -1.91973 1.71901 1.49512
C -5.16886 1.28831 -1.17988
C -2.30406 -3.01599 -0.43359
C 7.77276 -1.26734 -0.76925
C 3.40153 0.61564 0.29225
C 1.12154 0.58146 1.89803
C 8.20008 0.01524 -0.11244
C -3.45067 0.30568 0.16444
C -0.15956 0.28122 -1.57028
C -0.57640 1.62558 -1.72583
C -3.73483 2.70939 0.12704
C -1.20979 -1.96840 -2.35554
C -1.72404 1.57609 -2.45239
C -2.11504 -3.34648 1.04697
C 2.58936 1.74178 0.38804
C 6.90643 -0.04924 -0.86542
C 1.46707 1.72970 1.19267
H -5.98955 1.18746 -1.87454
H -0.36797 -2.39280 -0.48544
H -5.31430 3.42850 -1.11047
H -2.16977 -2.21340 -2.81484
H 3.65441 -1.42860 0.91298
H -2.38294 2.34270 -2.80720
H 9.01765 0.57065 -0.54348
H -3.09059 -3.35860 1.53093
H 8.29584 -1.59653 -1.65292
H 7.44430 -2.07538 -0.13264
H -0.39538 -2.36721 -2.97022
H 0.84616 2.60850 1.27685
H -0.22436 1.49347 3.29440
H -0.15454 -0.29441 3.39888
H 1.65921 -1.44391 2.33401
H 6.81495 0.46769 -1.81140
H 2.85692 2.62061 -0.17838
H 8.15841 0.06930 0.96527
H 5.64589 -0.43808 0.75498
H -1.63642 -4.32048 1.15934
H -4.78514 -0.82861 -1.05038
H 0.72057 -0.05901 -1.06256
H -3.41416 3.68157 0.46930
H -0.08338 2.49772 -1.35070
*
```

For the largest force on an atom, the calculation gives 0.9 eV Å⁻¹. As for the SMILES: O=C(CSc1nc2ccccc2c(=O)n1Cc1ccc(C(=O)NC2CC2)cc1)NCc1ccco1. Its LUMO energy is 0.299 eV. As for the energy relative to the best compared isomer or geometry (same formula, charge and spin): 13.7 kJ/mol. As for the energy: -1923.3901 a.u. The gap between HOMO and LUMO comes out at 8.65 eV.


The following is a DFT calculation (wB97M-V/def2-TZVPD) of a molecular structure, C26H25AgF6N9O5S2 at a distorted geometry.

ORCA input file:
```
! wB97M-V def2-TZVPD RIJCOSX def2/J DEFGRID3
* xyz -1 1
Ag 8.56829 -6.77321 13.78833
S 5.12018 -6.66991 14.27761
S 5.59600 -4.53115 12.13133
F 2.89146 -4.48837 11.99255
F 3.95477 -3.80179 10.14669
F 2.93442 -7.37666 12.83764
F 3.91437 -5.92130 10.60457
F 2.49146 -6.02654 14.49225
F 2.97037 -8.17724 14.85165
O 6.55810 -4.89478 11.14260
O 10.52879 -7.39005 16.22787
O 5.54710 -3.25417 12.78054
O 4.91261 -5.95160 15.53207
O 5.98377 -7.81799 14.29770
N 9.57266 -4.75348 12.94334
N 6.97161 -4.43536 16.52514
N 10.49669 -7.66563 13.35389
N 8.48695 -9.64550 12.48098
N 5.36200 -5.83321 12.98854
N 8.09300 -8.37498 11.97742
N 8.77125 -5.87803 15.82102
N 10.87275 -4.70465 13.57227
N 9.07134 -4.47301 17.54478
C 11.63682 -10.74857 15.12091
C 10.52961 -8.94773 13.82753
C 15.66807 -5.36776 13.09635
C 3.99251 -4.69371 11.14016
C 14.25729 -5.87948 12.97072
C 3.24204 -7.11853 14.08029
C 9.91431 -6.38112 16.54279
C 11.07934 -3.42746 14.03288
C 9.48921 -9.91579 13.48406
C 8.21207 -4.91249 16.58701
C 13.96539 -7.10077 12.33731
C 11.88664 -5.64639 13.44170
C 8.73146 -3.61476 18.69581
C 9.01973 -3.57745 13.21995
C 10.60562 -11.69454 14.74148
C 7.90552 -10.61702 11.68044
C 11.60647 -9.46782 14.60952
C 9.94059 -2.68532 13.81442
C 11.60995 -7.03461 13.02453
C 7.00054 -10.01772 10.85070
C 7.13639 -8.62501 11.06045
C 10.18954 -5.43673 17.70182
C 9.56641 -11.23710 13.91988
C 12.73035 -7.68051 12.41968
C 13.18794 -5.17958 13.55910
C 10.64760 -13.16751 15.13080
H 6.15421 -4.98417 16.18022
H 8.01712 -3.33868 12.98274
H 15.74624 -4.56411 13.87006
H 6.31631 -10.56377 10.23824
H 10.13205 -5.99517 18.67289
H 6.74505 -3.64447 17.10888
H 12.54679 -8.68428 12.02171
H 6.73700 -7.78557 10.47324
H 9.83675 -1.62293 13.89383
H 8.16095 -4.17922 19.48487
H 12.39409 -8.75922 14.85588
H 9.66354 -3.23527 19.14000
H 11.56219 -13.60355 14.78399
H 16.42410 -6.17079 13.23414
H 11.98373 -3.15840 14.59687
H 11.22585 -5.04127 17.59926
H 13.29534 -4.20753 14.02913
H 8.75808 -11.85109 13.57902
H 8.08500 -11.70597 11.72493
H 12.53174 -11.07014 15.68698
H 10.56328 -13.39404 16.20668
H 9.81712 -13.67330 14.65206
H 15.96960 -4.88706 12.16760
H 8.06428 -2.79002 18.35563
H 14.71881 -7.66475 11.80580
*
```

For the largest force on an atom, the calculation gives 3.8 eV Å⁻¹. Its LUMO energy is 2.190 eV. As for the energy relative to the best compared isomer or geometry (same formula, charge and spin): 46.2 kJ/mol. As for the energy: -3417.2990 a.u. The gap between HOMO and LUMO comes out at 5.51 eV.


The following is a DFT calculation (wB97M-V/def2-TZVPD) of a molecular structure, C26H25BN11O6V at a distorted geometry.

ORCA input file:
```
! wB97M-V def2-TZVPD RIJCOSX def2/J DEFGRID3
* xyz 1 2
V 0.25859 0.67785 -0.08170
O 3.57974 -5.13103 -4.81463
O 4.97304 -3.63429 -4.13565
O 3.27369 0.48457 -1.87989
O 1.02866 0.61574 -1.59665
O -1.12537 -4.08087 -4.97137
O -1.84474 -2.39330 -3.83983
N 1.23213 -4.34203 3.11366
N -1.91860 2.25060 0.89303
N -1.31528 1.92252 -0.28784
N 2.73844 -4.34519 -1.20546
N -1.34407 0.08788 1.98841
N 0.14742 2.15827 2.28250
N 0.96660 2.01718 1.18833
N -0.96480 -3.08935 -4.30753
N 3.86094 -4.07951 -4.29488
N 1.43531 -0.70839 0.71463
N -1.16712 -0.44674 0.72861
C 1.58716 -3.82974 2.14857
C 2.07953 2.72877 1.39571
C 1.92711 -1.19279 -2.93769
C 1.97154 3.35944 2.62807
C -1.96958 -2.04163 2.03003
C -1.53569 -1.73317 0.74984
C 0.12263 3.36227 4.45492
C 1.45532 -3.56674 -4.32324
C 0.42524 -2.71707 -3.96589
C 0.62629 -1.54127 -3.27613
C -1.84183 -0.88032 2.77866
C -2.18285 -0.64019 4.20695
C 1.95667 -3.16892 0.94204
C 2.42314 -3.84473 -0.21828
C 1.69171 -1.84608 0.82788
C -3.09610 3.16194 -0.73543
C 3.00328 -2.00716 -3.29044
C 2.73186 -3.17629 -3.96765
C 3.20460 2.75630 0.42469
C -2.03393 2.45793 -1.28529
C -2.99699 3.00312 0.64030
C 0.74639 2.98402 3.15594
C -3.87068 3.53487 1.72231
C -1.67805 2.24975 -2.71528
C -1.42712 -2.59574 -0.45844
C 2.22890 0.00480 -2.13603
B -1.32081 1.65127 2.19427
H 0.77651 4.05004 4.98510
H -3.31107 4.18408 2.39446
H -0.03334 2.48546 5.08296
H 1.27761 -4.49806 -4.84052
H -1.34504 -0.19366 4.74032
H 3.79977 1.84433 0.49213
H -2.21402 2.95967 -3.34106
H -0.22134 -0.92063 -3.02789
H -1.55749 -2.02166 -1.37648
H -3.03895 0.02749 4.30000
H -2.42797 -1.58543 4.68465
H -3.84486 3.72078 -1.26684
H -2.33291 -2.99224 2.37759
H -4.29964 2.72670 2.31372
H 2.84997 2.84207 -0.60213
H -4.68383 4.10944 1.28795
H 3.85025 3.60399 0.64003
H -1.93488 1.95686 3.16287
H 2.69876 4.00767 3.08309
H -1.95705 1.24566 -3.04232
H -2.19920 -3.36284 -0.43955
H -0.84126 3.84756 4.30766
H -0.46150 -3.10085 -0.49158
H 4.01861 -1.75645 -3.02023
H -0.60947 2.38347 -2.88808
*
```

For the largest force on an atom, the calculation gives 1.1 eV Å⁻¹. Its LUMO energy (alpha / beta) is -5.709 / -5.094 eV. As for the energy relative to the best compared isomer or geometry (same formula, charge and spin): 30.5 kJ/mol. As for the energy: -3028.1115 a.u. The gap between HOMO and LUMO (alpha / beta) comes out at 5.83 / 6.48 eV.